1.
144
Properties=species:S:1:pos:R:3:mulliken_spin:R:1 method="wB97M-V/def2-TZVPD" e_tot_ha=-4123.05820 molar_mass_g_mol=1080.94 total_charge=+1 homo_lumo_gap_ev="9.08 / 2.12" largest_force_ev_per_a=5.08 s_squared=0.77 multiplicity=2 e_above_lowest_kj_mol=0.0
O -1.460 -6.691 5.120 0.000
O 3.648 2.058 -3.724 0.003
O -1.032 9.087 -0.870 0.000
O 0.331 7.404 -1.215 0.000
O -3.885 7.393 -4.172 0.000
O -4.495 -1.523 -1.935 0.000
O 1.185 2.711 4.305 0.004
O -0.818 -0.755 -7.566 0.000
O -1.535 0.485 -5.877 0.000
O -3.803 6.191 -2.380 0.000
O -0.307 0.959 0.429 0.004
O -1.501 -0.734 -0.509 0.000
O 2.251 -2.701 -1.619 0.000
O 5.361 -0.692 1.959 0.481
O 3.911 1.195 1.989 0.369
O 3.160 2.952 -1.607 0.007
O 4.019 -2.227 4.441 0.006
O -1.330 1.087 -1.562 0.001
O 0.655 0.762 -6.477 0.000
O 2.754 -4.908 -1.212 0.000
O -1.789 6.984 -0.423 0.000
O 2.997 -2.922 2.715 0.001
O -4.356 -3.751 -1.151 0.000
O -5.704 -2.117 -0.192 0.000
O -0.666 1.427 3.654 0.001
O 5.485 1.097 3.381 0.018
O -0.475 -6.420 0.666 0.000
O -2.019 -5.174 1.535 0.000
O 1.808 -1.970 4.471 0.005
O -0.415 -5.296 6.549 0.000
O -0.825 3.596 3.748 0.000
O -2.582 -7.399 1.079 0.000
O 0.831 -4.402 -1.819 0.000
O -2.886 5.345 -4.347 0.000
O 5.264 2.438 -2.304 0.000
O -1.724 -4.549 4.783 0.000
C -6.244 -2.938 0.776 0.000
C -0.023 2.544 4.026 0.000
C -2.314 9.698 -0.656 0.000
C 5.867 3.251 -1.298 0.000
C -0.897 0.439 -0.515 0.001
C -3.454 6.236 -3.633 0.000
C -1.755 -6.432 1.121 0.000
C 1.973 -3.882 -1.594 0.000
C 0.152 -1.336 -8.374 0.000
C -0.404 4.966 3.930 0.000
C -1.063 2.576 -1.649 0.000
C -0.045 0.209 3.725 0.003
C -0.914 7.741 -0.767 0.000
C -1.180 -5.504 5.614 0.000
C -3.653 4.969 -1.497 0.000
C -1.661 -3.161 5.137 0.000
C 2.866 -2.309 3.924 -0.003
C -3.341 7.928 -5.365 0.000
C -1.339 -1.731 0.532 0.000
C 3.966 2.556 -2.467 -0.001
C -3.377 -1.604 -2.863 0.000
C -4.811 -2.577 -1.092 0.000
C 6.773 0.721 3.954 0.000
C 4.959 0.412 2.384 -0.104
C 4.056 -4.706 -0.642 0.000
C 4.244 -1.663 5.720 0.000
C 0.776 5.975 -1.336 0.000
C 0.124 -7.555 0.070 0.000
C -3.423 -4.872 1.813 0.000
C 2.398 2.152 -4.255 0.001
C -1.556 1.553 -4.966 0.000
C 2.933 0.715 1.164 0.091
C -0.211 -3.628 -2.396 0.000
C 1.837 -3.144 1.973 0.004
C -0.443 0.205 -6.624 0.000
C -1.037 -7.848 5.803 0.000
H -0.340 -0.519 2.970 -0.002
H 4.840 -4.821 -1.390 0.000
H 4.184 -5.482 0.113 0.000
H 7.300 1.469 4.547 0.000
H 1.036 0.317 3.635 0.001
H 3.064 0.869 0.093 0.058
H -1.392 1.147 -3.968 0.000
H -3.526 -3.792 1.912 0.000
H 0.269 5.492 -2.171 0.000
H 0.116 -2.642 -2.723 0.000
H 4.071 -3.699 -0.225 0.000
H -1.888 -2.664 0.407 0.000
H 2.106 -3.758 1.114 0.000
H 2.734 -0.348 1.299 0.008
H -1.935 -8.359 6.151 0.000
H 0.909 -7.977 0.698 0.000
H -4.149 5.150 -0.543 0.000
H -3.747 -1.199 -3.804 0.000
H -0.197 -0.203 4.723 0.001
H -0.033 2.812 -1.918 0.000
H 6.597 -0.109 4.638 -0.001
H -2.976 -2.593 -3.087 0.000
H -1.398 -2.563 4.265 0.000
H -3.533 7.287 -6.226 0.000
H -2.124 10.740 -0.399 0.000
H -4.106 -5.319 1.090 0.000
H 1.828 3.054 -4.032 0.000
H -2.620 4.812 -1.189 0.000
H 1.148 -1.164 -7.968 0.000
H 0.634 -7.272 -0.851 0.000
H -2.883 9.675 -1.586 0.000
H -0.601 -8.691 5.267 0.000
H -3.788 8.897 -5.587 0.000
H -1.590 -1.412 1.544 0.000
H -0.875 -3.386 -1.566 0.000
H -0.418 5.318 4.961 0.000
H 1.430 -2.176 1.681 -0.001
H 3.595 -0.828 5.988 0.000
H -5.539 -3.063 1.598 0.000
H -0.886 2.372 -5.226 0.000
H -0.784 -4.242 -3.091 0.000
H -0.508 -8.424 -0.112 0.000
H 0.655 5.054 3.688 0.000
H 4.138 -2.371 6.542 0.001
H -2.632 -2.828 5.503 0.000
H -2.594 1.886 -4.964 0.000
H 1.761 1.389 -3.807 0.000
H -1.068 5.629 3.375 0.000
H -1.307 3.103 -0.727 0.000
H 0.292 -0.720 -9.262 0.000
H 7.419 0.305 3.181 -0.002
H -2.275 8.055 -5.175 0.000
H -0.285 -2.008 0.538 0.000
H 5.697 4.278 -1.619 0.000
H -3.490 -5.361 2.785 0.000
H -0.141 -2.366 -8.580 0.000
H -2.481 -1.041 -2.601 0.000
H 5.287 -1.348 5.710 0.000
H 5.382 3.023 -0.349 -0.001
H -0.448 -7.641 6.696 0.000
H 2.421 2.093 -5.343 0.000
H -3.888 4.064 -2.058 0.000
H -1.687 2.997 -2.437 0.000
H 1.834 5.947 -1.599 0.000
H -7.074 -2.395 1.230 0.000
H 0.643 5.517 -0.355 0.000
H 6.917 2.964 -1.236 0.000
H -0.831 -2.969 5.817 0.000
H -6.414 -3.895 0.284 0.000
H 1.012 -3.666 2.456 -0.001
H -2.784 9.367 0.270 0.000
H 2.086 1.334 1.462 0.047

=====

2.
31
Properties=species:S:1:pos:R:3:nbo_charge:R:1 method="wB97M-V/def2-TZVPD" e_tot_ha=-745.24756 molar_mass_g_mol=193.20 homo_lumo_gap_ev=9.89 largest_force_ev_per_a=2.28 smiles="CC[C@@H](N)C(=O)O.O.O.O.O.O" e_above_lowest_kj_mol=119.7
O 1.916 -1.244 0.161 -0.630
O 0.455 1.720 2.909 -0.943
O -1.362 -0.091 1.960 -0.995
O 3.243 -0.138 -1.213 -0.700
O 0.926 -1.245 2.832 -0.974
O -0.912 2.335 0.278 -0.973
O -2.834 -1.938 0.502 -0.958
N 0.999 1.476 -1.861 -0.834
C -1.472 -0.235 -2.385 -0.607
C -0.268 -0.722 -1.586 -0.412
C 1.048 -0.011 -1.843 -0.162
C 2.024 -0.568 -0.832 0.806
H 0.897 -1.289 1.890 0.493
H 1.063 -2.185 3.046 0.478
H -3.261 -1.796 1.339 0.464
H 0.948 2.388 2.392 0.477
H -0.987 0.312 -3.211 0.211
H -1.119 1.784 1.074 0.502
H 1.247 1.151 3.031 0.484
H -0.583 -0.677 -0.521 0.203
H -1.658 -0.620 2.708 0.483
H -0.121 -1.811 -1.761 0.219
H 0.725 1.922 -0.966 0.393
H -2.049 -1.013 -2.849 0.220
H -2.005 -1.439 0.474 0.489
H -0.479 0.224 2.194 0.505
H -2.110 0.463 -1.828 0.199
H 1.401 -0.233 -2.845 0.222
H -1.576 2.077 -0.357 0.475
H 3.975 -0.448 -0.660 0.497
H 1.930 1.852 -2.071 0.366

=====

3.
30
Properties=species:S:1:pos:R:3:nbo_charge:R:1 method="wB97M-V/def2-TZVPD" e_tot_ha=-845.92857 molar_mass_g_mol=203.25 total_charge=+1 homo_lumo_gap_ev=8.30 largest_force_ev_per_a=4.05 e_above_lowest_kj_mol=220.8
P 2.031 0.254 0.069 1.517
C 0.507 -2.066 0.389 -0.182
C -1.980 -2.176 0.276 -0.124
C 3.410 -0.696 -0.608 -0.955
C -2.982 1.893 -0.457 -0.169
C -3.614 -0.411 -0.541 -0.134
C -0.803 -2.788 0.419 -0.214
C -2.371 -0.818 -0.021 -0.208
C 0.607 -0.749 0.267 -0.438
C 2.571 0.937 1.723 -0.951
C -3.925 0.922 -0.722 -0.215
C -1.506 0.247 0.261 0.266
C 1.636 1.746 -0.959 -0.940
C -1.698 1.573 -0.015 -0.342
H 4.337 -0.101 -0.626 0.280
H 3.660 1.207 1.601 0.259
H 2.034 1.456 -1.938 0.255
H -0.853 2.288 0.318 0.244
H 0.581 1.804 -1.095 0.271
H 1.366 -2.812 0.254 0.228
H -4.936 1.313 -0.978 0.249
H 1.970 2.744 -0.713 0.280
H -4.441 -1.216 -0.677 0.242
H 3.649 -1.581 0.052 0.282
H -3.271 3.005 -0.444 0.243
H 2.621 0.085 2.433 0.262
H -2.762 -2.920 0.364 0.229
H 1.980 1.590 2.325 0.278
H 2.995 -0.914 -1.569 0.261
H -0.816 -3.817 0.615 0.229

=====

4.
103
Properties=species:S:1:pos:R:3:mulliken_charge:R:1 method="wB97M-V/def2-TZVPD" e_tot_ha=-2350.22394 molar_mass_g_mol=901.87 total_charge=+3 homo_lumo_gap_ev=5.82 largest_force_ev_per_a=0.43 e_above_lowest_kj_mol=0.0
Ta -0.496 -0.423 -0.344 0.658
O -0.233 -2.821 -3.750 -0.518
O -2.145 -2.438 2.892 -0.506
N -1.449 -0.905 1.302 1.772
N 1.399 -0.813 0.467 0.354
N -0.986 -2.597 -0.376 -0.163
N -0.110 2.402 -1.759 0.018
N -0.500 1.703 -0.648 1.105
N 8.700 2.589 4.152 -0.382
N -0.194 -1.123 -2.173 1.712
N 3.347 -0.531 1.436 0.513
C -0.766 3.927 -0.317 -1.158
C 1.923 -2.068 0.783 -0.380
C -0.023 -0.758 4.891 -1.653
C 2.685 -1.785 -2.823 -1.613
C -3.484 1.351 -3.091 -1.606
C 3.165 0.667 -2.357 -1.473
C -1.751 -2.199 1.794 -0.017
C 0.196 0.010 3.583 1.669
C -0.367 -2.459 -2.624 -0.102
C -2.819 2.300 3.635 -1.816
C -3.324 -1.017 -3.934 -1.606
C -1.583 1.737 3.909 -0.596
C 3.122 -1.890 1.379 -1.198
C -0.049 -0.154 -3.241 -1.666
C 1.224 1.002 -4.899 -0.751
C -0.903 2.682 0.238 -0.747
C 1.210 0.134 -3.809 1.102
C -1.247 0.381 -3.759 1.567
C -1.164 1.208 -4.874 -0.863
C 6.667 1.384 3.114 0.476
C -1.877 0.242 2.065 -1.525
C -1.759 -4.541 0.761 -0.936
C 5.059 1.199 1.338 -0.260
C -0.792 -3.317 -1.480 0.413
C -1.092 0.681 3.150 1.200
C -2.612 0.097 -3.159 1.953
C 6.099 0.289 3.764 -1.096
C 0.059 1.523 -5.438 -1.706
C -1.521 -5.299 -0.385 -0.594
C -1.485 -3.189 0.712 0.366
C 2.575 -0.354 -3.337 0.315
C 1.332 1.025 3.744 -1.623
C -3.599 1.814 2.596 -0.729
C 6.149 1.838 1.903 -0.971
C -0.257 3.704 -1.597 -0.203
C -1.041 -4.676 -1.535 -0.892
C 5.002 -0.348 3.211 -0.329
C 7.797 2.050 3.694 -0.191
C -4.945 -0.895 1.292 -1.585
C -4.947 1.294 0.069 -2.054
C 2.306 0.082 0.893 -0.960
C -3.155 0.776 1.787 1.707
C 4.499 0.122 2.007 0.804
C -4.068 0.222 0.709 1.581
H 3.845 -2.602 1.736 0.725
H -4.436 1.119 -2.620 0.341
H -0.257 -0.075 5.708 0.365
H -4.364 -1.667 1.792 0.287
H 2.275 0.521 3.961 0.352
H -2.485 -0.264 -2.117 -0.935
H -5.541 -1.358 0.506 0.448
H 6.513 -0.053 4.702 0.482
H -1.002 4.875 0.132 0.537
H 1.421 -2.988 0.548 0.739
H 2.249 -1.916 -1.832 0.219
H -3.007 2.156 -2.527 0.226
H 3.306 1.638 -2.832 0.549
H -3.191 3.106 4.251 0.463
H 4.132 0.334 -1.979 0.580
H 2.212 1.153 0.840 0.895
H -5.633 -0.479 2.029 0.413
H -4.573 2.250 2.426 0.450
H -3.711 1.729 -4.086 0.531
H -3.571 -0.669 -4.937 0.418
H -2.707 -1.907 -4.039 0.355
H 2.225 -2.492 -3.509 0.386
H 0.107 2.167 -6.305 0.473
H 0.475 -0.726 2.823 -0.728
H -1.729 -6.361 -0.388 0.517
H 6.613 2.676 1.402 0.491
H -0.875 -5.212 -2.460 0.659
H -1.013 2.101 4.751 0.496
H 3.200 -0.318 -4.233 0.658
H 2.493 0.814 -1.502 0.162
H -5.676 1.682 0.778 0.599
H 3.740 -2.048 -2.743 0.564
H 1.464 1.654 2.859 0.372
H -2.162 -4.972 1.668 0.666
H 4.543 -1.181 3.726 0.511
H 0.220 1.897 -2.581 -0.303
H -0.841 -1.472 4.804 0.348
H -4.257 -1.289 -3.440 0.428
H 2.175 1.244 -5.356 0.520
H 0.883 -1.300 5.165 0.491
H -4.367 2.136 -0.311 0.345
H 1.140 1.699 4.577 0.484
H 0.000 4.392 -2.386 0.581
H -5.519 0.861 -0.751 0.436
H -3.448 -0.227 -0.087 -0.770
H -1.261 2.413 1.215 0.411
H 4.683 1.519 0.375 0.423
H -2.066 1.611 -5.312 0.516

=====

5.
56
Properties=species:S:1:pos:R:3:nbo_charge:R:1 method="wB97M-V/def2-TZVPD" e_tot_ha=-1679.84508 molar_mass_g_mol=417.53 homo_lumo_gap_ev=9.15 largest_force_ev_per_a=0.96 smiles="CCCOc1ccc(C(=O)Nc2ccc(S(=O)(=O)N3CCN(C)CC3)cc2)cc1" e_above_lowest_kj_mol=227.0
S -4.155 -2.693 -2.111 2.339
O -3.952 -4.110 -2.019 -0.942
O -5.463 -2.161 -1.873 -0.938
O -0.868 2.201 1.460 -0.596
O 4.293 2.679 5.054 -0.494
N -0.125 0.047 1.291 -0.599
N -2.567 -1.176 -5.989 -0.436
N -3.717 -2.239 -3.653 -0.667
C -1.098 -0.554 0.502 0.158
C 3.257 2.262 4.296 0.329
C 6.063 2.504 6.633 -0.410
C -3.853 -0.701 -5.507 -0.226
C 4.936 1.764 5.921 -0.064
C -2.394 -2.577 -5.643 -0.226
C -3.918 -0.852 -3.990 -0.243
C 2.742 0.968 4.284 -0.270
C -2.450 -2.739 -4.126 -0.243
C 7.168 2.911 5.668 -0.608
C -3.222 -0.576 -0.622 -0.186
C -0.870 -1.864 0.072 -0.239
C -0.064 1.341 1.752 0.680
C 1.604 2.911 2.670 -0.133
C 2.668 3.233 3.477 -0.259
C 1.101 1.609 2.634 -0.189
C -2.287 0.088 0.149 -0.196
C -2.413 -0.954 -7.410 -0.405
C -1.807 -2.518 -0.702 -0.178
C 1.679 0.649 3.458 -0.190
C -2.980 -1.870 -1.042 -0.371
H 1.138 3.659 2.048 0.237
H -4.898 -0.564 -3.611 0.238
H -3.956 0.353 -5.773 0.207
H 5.344 0.921 5.345 0.171
H -2.389 -3.789 -3.843 0.237
H -3.179 -3.205 -6.099 0.172
H -1.422 -1.284 -7.716 0.201
H -2.504 0.112 -7.614 0.201
H 0.046 -2.367 0.351 0.209
H 1.282 -0.356 3.502 0.209
H -4.156 -0.108 -0.889 0.241
H -1.614 -2.183 -3.672 0.184
H -1.420 -2.909 -6.009 0.206
H 5.644 3.393 7.108 0.210
H -3.164 -1.492 -8.010 0.165
H -4.686 -1.266 -5.960 0.171
H 0.660 -0.547 1.517 0.401
H 4.216 1.376 6.655 0.179
H 6.464 1.854 7.413 0.207
H 3.156 0.202 4.921 0.216
H 7.941 3.470 6.189 0.212
H 6.760 3.536 4.878 0.215
H 7.624 2.033 5.215 0.200
H 3.068 4.234 3.504 0.228
H -3.142 -0.219 -3.531 0.186
H -1.657 -3.534 -1.033 0.243
H -2.464 1.097 0.483 0.254

=====

6.
9
Properties=species:S:1:pos:R:3:nbo_charge:R:1 method="wB97M-V/def2-TZVPD" e_tot_ha=-1765.91001 molar_mass_g_mol=160.00 homo_lumo_gap_ev=6.85 largest_force_ev_per_a=3.12 e_above_lowest_kj_mol=119.1
S -3.556 1.039 0.412 -0.517
P 0.811 1.023 0.298 0.047
P -2.213 -0.375 -0.091 0.456
P 0.214 -0.746 -0.396 0.032
P 3.052 1.076 0.043 0.025
H -2.204 -1.529 0.550 -0.061
H 3.391 -0.002 -0.755 -0.008
H -2.957 -0.920 -1.244 0.021
H 3.462 0.434 1.182 0.003